Record 1
Computed, not measured: a structure of composition C29H29BrN8O7P2Ta in a non-equilibrium geometry, with ωB97M-V/def2-TZVPD.

Results
- Charge: +3
- Orbital gap: 6.9 eV
- Energy above the lowest of the compared OMol25 structures with the same formula, charge and spin: 3.663 eV

CARTESIAN COORDINATES (ANGSTROEM)
Ta1 1.252 -1.036 0.509
Br1 -0.547 -2.716 7.579
P1 0.159 1.188 -1.538
P2 2.944 0.696 -0.818
O1 -0.649 1.223 -2.877
O2 4.310 1.414 -0.922
O3 0.213 -0.322 -1.073
O4 2.210 0.832 0.521
O5 2.911 -0.825 -0.979
O6 -0.127 2.196 -0.525
O7 1.855 -1.466 2.216
N1 -1.984 2.420 -2.279
N2 2.092 0.688 -3.434
N3 -1.883 1.664 1.595
N4 -2.554 1.914 -1.250
N5 1.506 -2.995 -0.595
N6 -0.305 -2.486 1.095
N7 -2.686 2.854 -0.301
N8 -0.259 0.202 1.544
C1 -2.440 -0.450 0.418
C2 -1.064 6.001 -2.311
C3 0.049 -2.328 3.498
C4 -2.169 4.045 -0.746
C5 -1.747 3.758 -2.042
C6 -0.743 -3.342 0.037
C7 0.325 -3.666 -0.810
C8 -3.009 2.413 1.031
C9 0.184 -4.689 -1.758
C10 -1.967 -3.925 -0.122
C11 -1.521 0.448 1.170
C12 -1.095 -5.275 -1.929
C13 2.591 -3.459 -1.211
C14 2.041 -1.475 4.591
C15 -1.187 4.748 -2.858
C16 -2.145 -4.883 -1.146
C17 0.147 1.291 2.315
C18 1.916 1.445 -2.131
C19 0.197 -2.333 5.906
C20 -0.842 2.203 2.329
C21 -0.496 -2.641 4.752
C22 2.555 -4.529 -2.109
C23 2.175 2.931 -2.365
C24 -2.052 5.319 -0.184
C25 1.354 -5.112 -2.424
C26 1.467 -1.760 5.822
C27 1.324 -1.742 3.445
C28 -0.603 -2.808 2.315
C29 -1.489 6.279 -0.991
H1 1.301 -5.915 -3.150
H2 3.033 -1.050 4.526
H3 -1.224 -6.048 -2.675
H4 1.131 1.358 2.743
H5 3.479 -4.864 -2.557
H6 2.942 0.971 -3.931
H7 5.048 1.192 -0.331
H8 -1.899 -1.113 -0.245
H9 -0.650 6.806 -2.902
H10 2.123 -0.326 -3.284
H11 1.283 0.893 -4.038
H12 -0.893 4.537 -3.877
H13 -3.124 0.122 -0.201
H14 2.035 3.472 -1.430
H15 -2.398 5.556 0.813
H16 -3.223 3.266 1.669
H17 -1.463 -3.125 4.815
H18 -3.119 -5.333 -1.280
H19 -2.795 -3.680 0.532
H20 1.459 3.331 -3.084
H21 -3.883 1.770 0.992
H22 -1.354 -3.584 2.459
H23 -3.022 -1.047 1.125
H24 -0.897 3.182 2.772
H25 3.190 3.106 -2.724
H26 -1.381 7.287 -0.614
H27 2.016 -1.548 6.730
H28 -1.457 1.836 -2.808
H29 3.526 -2.961 -1.006

---

Record 2
Computed, not measured: a structure of composition C29H29BrNRhS3 in a non-equilibrium geometry, with ωB97M-V/def2-TZVPD.

Results
- Charge: -2
- Multiplicity: 5
- Orbital gap (alpha / beta): 1.8 / 6.1 eV
- Energy above the lowest of the compared OMol25 structures with the same formula, charge and spin: 0.247 eV
- <S²>: 6.04

CARTESIAN COORDINATES (ANGSTROEM)
Rh1 7.332 3.365 16.879
Br1 3.862 -1.800 14.691
S1 5.764 4.145 19.747
S2 9.268 4.766 17.261
S3 6.339 4.945 15.914
N1 6.373 3.019 18.616
C1 7.573 3.943 23.265
C2 1.282 3.434 19.991
C3 2.030 4.024 21.035
C4 3.377 4.237 20.889
C5 8.860 8.762 16.325
C6 6.273 0.564 17.013
C7 7.260 4.219 21.939
C8 8.608 6.367 16.680
C9 4.034 3.782 19.716
C10 6.978 2.890 23.937
C11 11.674 2.897 15.382
C12 5.556 2.436 22.108
C13 9.345 3.794 15.829
C14 5.960 2.144 23.377
C15 7.642 8.794 15.745
C16 4.904 0.772 14.594
C17 6.240 3.464 21.356
C18 5.417 -0.499 16.610
C19 1.924 3.030 18.856
C20 6.763 7.657 15.769
C21 9.317 7.538 16.876
C22 5.846 1.779 14.918
C23 9.551 1.595 14.659
C24 10.170 1.756 17.104
C25 6.500 1.639 16.149
C26 4.758 -0.396 15.407
C27 10.209 2.531 15.750
C28 7.310 6.393 16.083
C29 3.301 3.221 18.716
H1 1.399 2.536 18.021
H2 5.209 -1.316 17.264
H3 3.950 4.615 21.719
H4 5.466 1.425 24.035
H5 4.225 0.839 13.718
H6 0.247 3.119 20.207
H7 4.698 1.933 21.645
H8 11.721 3.324 14.379
H9 12.104 3.642 16.074
H10 9.189 1.816 17.628
H11 9.330 2.104 13.722
H12 12.254 1.978 15.562
H13 7.221 9.733 15.373
H14 1.514 4.237 21.963
H15 5.601 2.399 18.362
H16 8.311 4.469 23.823
H17 6.666 0.531 18.059
H18 10.118 0.647 14.550
H19 10.481 0.714 16.833
H20 9.382 9.708 16.343
H21 5.676 7.737 15.557
H22 3.788 2.772 17.861
H23 7.300 2.645 24.963
H24 10.234 7.410 17.466
H25 6.039 2.628 14.272
H26 7.787 5.022 21.417
H27 8.642 1.152 15.109
H28 9.102 4.410 14.922
H29 10.889 2.193 17.844